Entry 1:
Computed, not measured: a molecular structure, C20H21NO5S, with the ωB97M-V functional and the def2-TZVPD basis.

CARTESIAN COORDINATES (ANGSTROEM)
O: -2.86100 -2.41950 1.22422
O: 2.79581 0.92475 1.41948
O: -0.50344 3.05905 3.58700
O: 0.97050 3.89057 1.93127
O: -2.10894 -0.49649 0.19096
C: -2.88305 -1.62694 0.28875
C: 1.63832 1.24483 1.13573
C: -5.48640 -2.51963 -2.97667
C: 4.38965 -0.92820 -3.33314
C: -4.96278 -1.24711 -2.82999
C: -5.19517 -3.50288 -2.04246
C: 4.49228 -1.50169 -2.08896
C: 3.24536 -0.22598 -3.68868
C: -4.11842 -0.91968 -1.74620
C: -4.37312 -3.22071 -0.95844
C: 3.43940 -1.39231 -1.19040
C: 2.19588 -0.09811 -2.79163
C: -3.78025 -1.91818 -0.83014
C: 2.26207 -0.68514 -1.53665
N: 0.66087 1.27431 2.08565
C: 2.43555 4.09412 4.70494
C: 1.08925 -0.65862 -0.59212
C: -1.34519 -0.14443 1.37310
C: 2.09522 2.70755 4.12944
C: 0.77914 0.74340 -0.01807
C: -0.35337 0.97792 1.05703
S: 0.74027 2.78712 2.88804
H: -6.09483 -2.72118 -3.83080
H: 5.18538 -1.04163 -4.07333
H: -5.21705 -0.46547 -3.55062
H: -5.57451 -4.50957 -2.21190
H: 5.39730 -1.99422 -1.76504
H: 3.20779 0.15722 -4.70321
H: -3.76524 0.11010 -1.66216
H: -4.09152 -4.04404 -0.27572
H: 3.52442 -1.72370 -0.19263
H: 1.29092 0.35807 -3.12594
H: 2.63216 4.75735 3.87279
H: 1.55462 4.43830 5.26462
H: 3.33378 4.03305 5.34852
H: 1.23564 -1.37013 0.24802
H: 0.24001 -1.05024 -1.13209
H: -0.75118 -1.00596 1.64857
H: -1.97667 0.14195 2.22027
H: 1.79588 2.01242 4.90855
H: 2.99402 2.31326 3.59452
H: 0.73787 1.48770 -0.80564
H: -0.91727 1.91867 0.83114

Forces on atoms 1 to 2 (eV/Å):
O 0.703 1.686 -0.672
O -1.288 2.108 -1.011

Computed properties:
Highest occupied orbital energy ... -9.23 eV
Kohn-Sham gap ... 0.34624 Ha
Net charge ... 0
Spin multiplicity ... 1
Lowest unoccupied orbital energy ... 0.19 eV
Relative energy (zero: lowest compared OMol25 entry of this formula, charge and spin) ... 64.6 kcal/mol

Charges per atom according to Mulliken partitioning, unit e:
1 O -0.608
2 O -0.615
3 O -0.695
4 O -0.690
5 O -0.191
6 C 0.377
7 C 0.156
8 C -0.431
9 C -0.304
10 C -0.491
11 C -0.462
12 C -0.655
13 C -0.697
14 C -0.346
15 C -0.415
16 C -0.293
17 C -0.249
18 C 0.514
19 C 0.247
20 N 0.004
21 C -1.130
22 C -0.979
23 C -1.169
24 C -0.449
25 C 0.142
26 C 0.143
27 S 1.171
28 H 0.412
29 H 0.350
30 H 0.351
31 H 0.360
32 H 0.370
33 H 0.358
34 H 0.386
35 H 0.374
36 H 0.391
37 H 0.421
38 H 0.343
39 H 0.315
40 H 0.357
41 H 0.499
42 H 0.340
43 H 0.376
44 H 0.524
45 H 0.387
46 H 0.345
47 H 0.524
48 H 0.333



Entry 2:
Computed, not measured: a molecular structure, C7H6O6STl, with the ωB97M-V functional and the def2-TZVPD basis.

CARTESIAN COORDINATES (ANGSTROEM)
O: -4.30686 1.50084 -3.08559
C: -3.43532 1.20959 -2.41033
Tl: -1.67339 0.61776 -1.08465
O: 1.02292 1.06439 -3.13219
C: 0.09306 0.92770 -2.45961
C: -2.79275 0.09158 0.90151
O: -3.29331 -0.18746 1.87888
C: -1.52315 -1.61489 -1.48431
O: -1.39017 -2.74652 -1.65378
C: -1.16302 2.66270 -0.09568
O: -0.86907 3.64440 0.39780
C: 2.76133 0.42322 0.95054
S: 1.60039 -0.76681 0.37146
C: 1.52113 -2.04058 1.58355
O: 0.31954 -0.05699 0.69727
H: 3.71881 -0.06827 1.07720
H: 2.24913 0.72220 1.89060
H: 2.75927 1.26871 0.24637
H: 1.15936 -1.43772 2.44404
H: 0.73309 -2.74372 1.27390
H: 2.50902 -2.47014 1.69303

Forces on atoms 1 to 2 (eV/Å):
O 3.261 -1.089 2.546
C -3.947 1.326 -3.058

Computed properties:
Highest occupied orbital energy (spin up / spin down) ... -19.95 / -19.94 eV
Kohn-Sham gap (spin up / spin down) ... 0.21859 / 0.21854 Ha
Net charge ... +3
Spin multiplicity ... 1
Lowest unoccupied orbital energy (spin up / spin down) ... -14.00 / -14.00 eV
Relative energy (zero: lowest compared OMol25 entry of this formula, charge and spin) ... 9.1 kcal/mol

Charges per atom according to Mulliken partitioning, unit e:
1 O 0.066
2 C 0.307
3 Tl 1.568
4 O 0.017
5 C 0.163
6 C 0.180
7 O 0.046
8 C 0.170
9 O 0.019
10 C 0.182
11 O 0.042
12 C -0.905
13 S 0.508
14 C -0.928
15 O -0.617
16 H 0.439
17 H 0.346
18 H 0.302
19 H 0.348
20 H 0.299
21 H 0.446



Entry 3:
Computed, not measured: 12 unconnected molecules or ions with the total composition C54H144N12O15, with the ωB97M-V functional and the def2-TZVPD basis.

CARTESIAN COORDINATES (ANGSTROEM)
C: 7.41670 0.87824 -2.75765
O: 6.53759 1.64990 -1.96397
C: 5.48883 0.93839 -1.22893
C: 4.29044 1.82880 -0.91138
C: 3.16959 1.06264 -0.20283
N: 3.73164 2.32296 -2.14862
H: 7.94562 1.62307 -3.37044
H: 6.91741 0.17852 -3.48440
H: 8.19379 0.37846 -2.15318
H: 5.24220 0.14042 -1.88687
H: 5.94583 0.62125 -0.27163
H: 4.71481 2.61549 -0.35246
H: 3.09648 0.09305 -0.67682
H: 2.30336 1.67584 -0.24749
H: 3.45195 0.90356 0.90470
H: 2.87526 2.87301 -2.03285
H: 4.40489 2.79296 -2.75318
C: -0.17001 3.32175 -1.24493
O: 0.62976 3.69269 -0.16275
C: 0.03031 4.50081 0.83361
C: 1.08776 5.35451 1.53305
C: 1.65555 6.39766 0.52745
N: 2.21320 4.57651 2.05091
H: -0.36488 4.14622 -1.98527
H: -1.11170 2.87008 -0.94625
H: 0.33145 2.55288 -1.83576
H: -0.62542 5.19635 0.31964
H: -0.60493 3.82026 1.42817
H: 0.67970 5.86081 2.38429
H: 2.43748 6.98683 1.02005
H: 0.83493 6.97339 0.11160
H: 2.15451 5.87020 -0.29417
H: 2.83751 4.12453 1.38542
H: 1.96956 3.96230 2.83368
C: -4.03331 4.34070 -0.02175
O: -3.63392 3.08671 0.51639
C: -4.47715 2.72036 1.58321
C: -3.99211 1.39260 2.12437
C: -2.48739 1.49169 2.55185
N: -4.12540 0.36247 1.02176
H: -5.07071 4.28606 -0.47917
H: -3.23268 4.55629 -0.76592
H: -4.02395 5.12575 0.74880
H: -4.50217 3.48764 2.38244
H: -5.43816 2.65260 1.19870
H: -4.60190 1.10354 2.97206
H: -1.87664 1.60698 1.66671
H: -2.00677 0.65954 3.13810
H: -2.25032 2.34665 3.18679
H: -3.58146 0.60523 0.21380
H: -5.11417 0.28715 0.80186
C: -6.61888 5.00980 -3.07993
O: -5.79794 3.82453 -3.24584
C: -6.46626 2.62679 -2.88951
C: -5.64422 1.30550 -3.08972
C: -5.31405 1.13292 -4.54248
N: -6.43033 0.15302 -2.64245
H: -6.78054 5.08524 -2.03090
H: -7.54349 4.94519 -3.60491
H: -6.02539 5.80009 -3.55248
H: -6.84378 2.62737 -1.85965
H: -7.32677 2.47442 -3.58484
H: -4.65165 1.30937 -2.55227
H: -4.78281 2.02373 -4.88156
H: -6.26957 0.92906 -5.08873
H: -4.64369 0.28023 -4.62630
H: -7.34751 0.24116 -3.15665
H: -6.73775 0.22775 -1.65567
C: 3.18286 -4.29249 1.80740
O: 3.68093 -3.54303 2.87381
C: 3.24523 -4.02348 4.07987
C: 3.86795 -3.24782 5.23043
C: 3.70726 -1.72012 4.97389
N: 5.11030 -3.84842 5.65927
H: 2.12087 -4.45256 1.88251
H: 3.79456 -5.21221 1.90398
H: 3.38311 -3.75025 0.86600
H: 2.12827 -3.86580 4.24063
H: 3.51356 -5.04746 4.11152
H: 3.11693 -3.43321 6.06305
H: 4.24203 -1.28334 4.12309
H: 4.17688 -1.21590 5.87998
H: 2.65080 -1.43275 4.79407
H: 5.61884 -3.17202 6.24786
H: 5.75570 -3.94575 4.86707
C: -1.62089 -3.99356 7.96352
O: -1.98306 -3.65793 6.65859
C: -1.78911 -2.30604 6.46822
C: -1.98821 -1.87121 5.00490
C: -3.38922 -2.27480 4.48414
N: -0.91443 -2.54743 4.30308
H: -1.73667 -5.04742 8.13761
H: -2.23642 -3.47749 8.73395
H: -0.59555 -3.67755 8.20339
H: -2.48232 -1.68760 7.03980
H: -0.81944 -2.04525 6.91327
H: -1.84250 -0.80393 4.98064
H: -4.12491 -1.55809 4.83857
H: -3.71186 -3.22326 4.90955
H: -3.38979 -2.22402 3.40404
H: -1.14600 -2.49054 3.27804
H: -0.95597 -3.53018 4.63635
C: -0.85873 -5.03729 -3.55232
O: -0.92793 -4.06386 -4.55378
C: 0.34123 -3.87939 -5.23288
C: 0.27245 -2.63876 -6.13767
C: -0.90339 -2.60163 -7.05287
N: 1.53117 -2.43292 -6.93388
H: -0.07053 -4.78480 -2.83669
H: -0.50309 -6.00001 -3.93229
H: -1.84680 -5.17860 -3.05512
H: 1.14357 -3.88241 -4.50329
H: 0.54288 -4.73854 -5.89803
H: 0.18292 -1.69935 -5.51944
H: -0.97284 -1.59583 -7.57579
H: -1.78237 -2.80784 -6.43646
H: -0.86856 -3.41709 -7.79419
H: 2.32716 -2.44862 -6.31768
H: 1.72866 -3.18874 -7.61313
C: -4.34270 4.59515 -7.26204
O: -3.19348 3.67158 -7.48021
C: -2.02508 4.26834 -6.88781
C: -0.90635 3.16377 -6.91800
C: -1.33523 1.89997 -6.19874
N: 0.32377 3.67674 -6.32318
H: -4.11303 5.54273 -7.70892
H: -4.53899 4.68107 -6.18448
H: -5.26322 4.16952 -7.58880
H: -1.71499 5.15735 -7.40537
H: -2.28068 4.54603 -5.80948
H: -0.74016 3.03531 -8.02679
H: -2.26606 1.46468 -6.49371
H: -1.41992 2.07724 -5.10767
H: -0.63358 1.07976 -6.31334
H: 0.68871 4.42626 -6.91429
H: 1.04786 2.93142 -6.42289
C: -1.54552 0.17297 -2.68411
O: -1.55216 -0.32398 -1.35271
C: -0.43991 -1.11668 -1.09650
C: -0.20730 -1.37111 0.38977
C: 0.92842 -2.30015 0.54325
N: -1.32944 -1.93456 1.17287
H: -0.73029 0.88876 -2.89363
H: -2.56888 0.61281 -2.85205
H: -1.33549 -0.69561 -3.35208
H: -0.59515 -2.08121 -1.57422
H: 0.47172 -0.68376 -1.52151
H: 0.09686 -0.43342 0.81437
H: 1.15651 -2.34823 1.54497
H: 1.78622 -1.91692 -0.07317
H: 0.67514 -3.25261 0.05162
H: -1.64273 -2.82097 0.78099
H: -2.07832 -1.29308 1.20577
C: -4.02401 -4.41300 -0.15697
O: -3.05877 -4.92042 0.75334
C: -2.32688 -5.98102 0.36227
C: -1.52625 -6.65214 1.46159
N: -0.66638 -5.72869 2.22276
C: -0.14673 -6.07639 3.54948
C: 0.95564 -7.15626 3.56686
O: 0.37224 -8.41848 3.24250
C: 1.33780 -9.46568 3.24223
H: -4.84951 -5.17397 -0.37665
H: -3.59761 -4.12460 -1.20410
H: -4.46085 -3.50823 0.27569
H: -1.65332 -5.68603 -0.45134
H: -2.95408 -6.75932 -0.06326
H: -0.98454 -7.53491 1.09911
H: -2.26052 -7.11542 2.09388
H: -1.01254 -4.74323 2.11575
H: -0.95259 -6.39439 4.24525
H: 0.31101 -5.14078 3.87159
H: 1.36313 -7.27796 4.57611
H: 1.71587 -6.90309 2.84249
H: 0.67945 -10.34145 3.33347
H: 1.94955 -9.46022 4.17039
H: 1.95740 -9.58704 2.28461
C: 5.64802 4.81859 -3.63624
O: 4.83668 4.07317 -4.47545
C: 5.45154 3.48390 -5.62030
C: 4.33786 3.07811 -6.51694
N: 3.44242 2.17872 -5.86222
C: 3.88654 0.79696 -5.97516
C: 2.87482 0.01712 -5.05839
O: 3.40317 -1.22045 -4.65445
C: 2.88979 -1.78270 -3.45992
H: 6.48961 4.17371 -3.34417
H: 5.02473 5.04171 -2.76405
H: 6.04521 5.78154 -4.02559
H: 5.97885 2.61648 -5.31995
H: 6.13746 4.18557 -6.12601
H: 4.73887 2.70159 -7.43369
H: 3.83619 4.02070 -6.78235
H: 3.38312 2.44467 -4.81931
H: 4.87476 0.59157 -5.49093
H: 3.86814 0.39486 -6.98507
H: 1.83018 -0.13586 -5.38948
H: 2.83959 0.74138 -4.16461
H: 1.85576 -1.97154 -3.45508
H: 3.30478 -1.20973 -2.61518
H: 3.35976 -2.77341 -3.29030
C: -1.99372 4.66613 9.28577
O: -0.85013 4.01535 8.77473
C: -0.46783 2.78717 9.39566
C: 0.92621 2.30311 8.96609
N: 0.87490 1.51829 7.73464
C: 1.04419 2.24733 6.51009
C: 0.30707 1.55074 5.36420
O: 0.60857 2.02256 4.06457
C: 1.76964 1.36142 3.56633
H: -2.02235 4.74876 10.37457
H: -2.85665 4.13150 8.91655
H: -1.83019 5.63719 8.84029
H: -1.20115 1.94261 9.17905
H: -0.54419 2.98667 10.51244
H: 1.27932 1.65013 9.78662
H: 1.79115 3.00388 8.89399
H: 1.49841 0.69861 7.79888
H: 2.09565 2.31345 6.20992
H: 0.69297 3.25039 6.62576
H: -0.81127 1.67717 5.53243
H: 0.50670 0.51233 5.49132
H: 2.14273 1.69497 2.60392
H: 1.63462 0.24352 3.56646
H: 2.57951 1.46966 4.36221

Forces on atoms 1 to 2 (eV/Å):
C 0.076 0.308 -0.432
O -1.037 0.271 0.357

Computed properties:
Highest occupied orbital energy ... -8.20 eV
Kohn-Sham gap ... 0.32549 Ha
Net charge ... 0
Spin multiplicity ... 1
Lowest unoccupied orbital energy ... 0.66 eV
SMILES string ... COC[C@H](C)N.COC[C@H](C)N.COC[C@H](C)N.COC[C@H](C)N.COC[C@H](C)N.COC[C@H](C)N.COC[C@H](C)N.COC[C@H](C)N.COC[C@H](C)N.COCCNCCOC.COCCNCCOC.COCCNCCOC
Relative energy (zero: lowest compared OMol25 entry of this formula, charge and spin) ... 107.9 kcal/mol

Atom charges from the Mulliken analysis, given in e for atoms 1 to 99:
1 C -0.720
2 O -0.262
3 C -0.872
4 C 0.289
5 C 0.185
6 N 0.381
7 H 0.228
8 H 0.287
9 H 0.303
10 H 0.145
11 H 0.371
12 H 0.333
13 H -0.386
14 H -0.006
15 H 0.013
16 H -0.099
17 H -0.080
18 C -0.398
19 O 0.301
20 C 0.165
21 C -0.085
22 C -1.394
23 N -0.584
24 H 0.358
25 H 0.144
26 H -0.421
27 H 0.340
28 H -0.234
29 H 0.499
30 H 0.397
31 H 0.405
32 H 0.119
33 H 0.220
34 H 0.148
35 C -0.647
36 O 0.338
37 C -1.330
38 C -0.021
39 C -0.096
40 N -0.281
41 H 0.013
42 H 0.132
43 H 0.386
44 H 0.378
45 H 0.548
46 H 0.500
47 H -0.367
48 H -0.342
49 H 0.575
50 H -0.090
51 H 0.270
52 C -0.950
53 O -0.144
54 C -0.901
55 C 1.702
56 C -1.516
57 N -0.709
58 H 0.386
59 H 0.378
60 H 0.192
61 H 0.362
62 H 0.328
63 H -0.778
64 H 0.220
65 H 0.499
66 H 0.361
67 H 0.338
68 H 0.278
69 C -0.398
70 O -0.369
71 C 0.215
72 C 0.170
73 C -0.854
74 N -0.701
75 H 0.078
76 H 0.410
77 H 0.075
78 H -0.500
79 H 0.555
80 H 0.145
81 H 0.267
82 H 0.325
83 H 0.000
84 H 0.289
85 H 0.282
86 C -0.804
87 O -0.303
88 C -1.222
89 C 1.480
90 C -1.560
91 N 0.305
92 H 0.294
93 H 0.307
94 H 0.301
95 H 0.601
96 H 0.390
97 H -0.618
98 H 0.447
99 H 0.288